7
Properties=species:S:1:pos:R:3:forces:R:3 method="wB97M-V/def2-TZVPD" smiles=NC[O-] de_lowest_ev=0.531 orbital_gap_ha=0.2601 e_homo_ev=-1.9 spin_multiplicity=1 total_charge=-1
N -0.6254 -0.5087 0.3866 0.44 -0.85 0.94
C 0.5514 0.2816 -0.1462 0.16 -0.42 -1.57
O 1.7810 -0.2194 -0.1383 -0.57 -0.21 0.84
H -1.0685 -1.1485 -0.2435 -0.05 -0.11 -0.35
H -1.3043 -0.0331 0.9589 0.08 0.28 -0.11
H 0.4039 1.2198 0.4189 0.15 0.58 -0.01
H 0.2619 0.4083 -1.2364 -0.21 0.73 0.27



7
Properties=species:S:1:pos:R:3:forces:R:3 method="wB97M-V/def2-TZVPD" de_lowest_ev=2.186 orbital_gap_ha=0.2163 e_homo_ev=-1.5 spin_multiplicity=1 total_charge=-1
C -0.5386 -2.2781 1.3234 -0.44 1.30 -0.54
N -0.7348 -1.3009 1.9382 0.12 -0.23 0.53
O -0.7976 1.2929 -0.9769 -0.02 -0.60 1.60
H 0.0963 -3.0969 1.1119 0.08 -0.67 -0.15
H -0.6769 1.3426 -1.9153 0.09 -0.70 -0.52
H -1.5637 -2.3573 -0.3242 0.32 -0.23 0.09
H -0.7615 0.3564 -0.6279 -0.15 1.13 -1.00



8
Properties=species:S:1:pos:R:3:forces:R:3 method="wB97M-V/def2-TZVPD" de_lowest_ev=0.089 orbital_gap_ha=0.3268 e_homo_ev=-4.0 spin_multiplicity=1 total_charge=-1
O 1.0689 1.1565 0.0570 0.19 -0.18 0.48
C 0.7855 0.5717 1.1267 -1.12 0.41 -0.17
O -0.3542 0.3399 1.6213 0.36 0.17 -0.33
H 1.6003 0.1879 1.7496 0.85 -0.16 0.24
N -0.7078 -0.7753 -1.1062 -0.19 -0.92 0.22
H -0.8170 -0.2972 -0.2124 -0.15 0.02 -0.16
H -1.5799 -0.8743 -1.6027 0.07 0.29 -0.08
H 0.0043 -0.3091 -1.6333 -0.01 0.37 -0.20



8
Properties=species:S:1:pos:R:3:forces:R:3 method="wB97M-V/def2-TZVPD" de_lowest_ev=1.863 orbital_gap_ha=0.2429 e_homo_ev=-1.8 spin_multiplicity=1 total_charge=-1
O 0.8849 -1.0802 -1.6426 -0.30 -0.13 0.14
H -0.0275 -1.3097 -1.8724 0.20 0.09 -0.02
C -1.1306 0.7553 0.2993 0.39 0.55 -0.01
N -0.0502 0.9832 1.2470 0.55 0.13 -0.09
O -1.4678 -0.4269 0.2495 -0.19 -0.56 0.00
H 0.7193 -0.6947 -0.7666 0.05 0.06 -0.10
H 0.4181 0.1247 1.5571 -0.17 -0.21 0.01
H 0.6539 1.6482 0.9288 -0.52 0.07 0.05



8
Properties=species:S:1:pos:R:3:forces:R:3 method="wB97M-V/def2-TZVPD" de_lowest_ev=0.152 orbital_gap_ha=0.3294 e_homo_ev=-4.2 spin_multiplicity=1 total_charge=-1
N 1.4015 -2.0024 -0.4449 -0.94 -0.28 0.04
H 0.8461 -1.1897 -0.0535 0.89 -0.68 -0.31
H 1.7694 -1.8796 -1.3701 0.19 0.21 0.04
H 2.0440 -2.4620 0.1749 0.14 0.25 0.05
O 0.1851 0.1601 0.5330 -0.52 0.46 0.10
C -0.9211 0.6859 0.2235 0.50 0.10 0.15
O -1.1402 1.8396 -0.1700 -0.15 0.09 -0.05
H -1.8145 0.0237 0.3374 -0.11 -0.15 -0.02



8
Properties=species:S:1:pos:R:3:forces:R:3 method="wB97M-V/def2-TZVPD" de_lowest_ev=2.007 orbital_gap_ha="0.4532 / 0.3079" e_homo_ev="-16.5 / -17.8" spin_multiplicity=3 total_charge=+1
C -0.9546 0.1492 -0.0777 -1.96 -1.93 -3.92
N 0.3608 -0.0393 0.2789 0.70 -0.71 2.04
O 2.5751 -0.2564 -0.1176 -0.31 -0.13 0.56
O 1.3502 0.1421 -0.4928 1.34 1.28 -3.67
H -1.0909 1.1196 -0.4458 -0.22 1.59 -0.69
H -1.3322 -0.5989 -0.9758 1.05 1.56 2.25
H -1.5550 0.0293 0.7747 -0.67 -0.41 1.19
H 0.6466 -0.5456 1.0562 0.08 -1.26 2.24



9
Properties=species:S:1:pos:R:3:forces:R:3 method="wB97M-V/def2-TZVPD" de_lowest_ev=7.468 orbital_gap_ha="0.3156 / 0.2633" e_homo_ev="-10.3 / -9.4" spin_multiplicity=1
C 0.4268 -0.9664 0.3307 1.43 0.81 -0.63
N -0.8941 -0.7152 0.0894 -1.67 0.40 1.81
O -1.4209 0.1299 0.8631 -0.39 -1.17 -1.45
O -1.4368 -1.4313 -0.7580 -0.45 1.03 0.45
P 0.6263 1.5834 -1.1673 1.31 -0.49 1.70
H 0.8912 -0.4704 1.2028 -0.31 -0.71 -0.83
H 0.7018 -1.7781 -0.3283 0.99 0.07 0.44
H 1.5033 1.7386 0.0365 -0.42 -0.01 -1.34
H -0.3975 1.9095 -0.2688 -0.48 0.06 -0.15



9
Properties=species:S:1:pos:R:3:forces:R:3 method="wB97M-V/def2-TZVPD" de_lowest_ev=0.932 orbital_gap_ha=0.3894 e_homo_ev=-9.7 spin_multiplicity=1
C 0.1858 -0.9406 1.0320 1.22 2.50 -3.69
N 0.0373 1.0630 -1.3899 1.17 -2.15 1.73
O -0.4317 0.2968 1.1738 -0.98 1.53 -1.32
O -0.4495 -1.3142 -0.1962 -0.16 -0.92 -0.55
P -1.1084 0.1790 -0.5116 1.84 -0.30 2.56
H 1.2778 -0.8521 0.7690 -0.65 -0.19 0.78
H -0.0208 -1.4764 1.8643 -0.54 -2.51 2.24
H 1.0130 1.2394 -1.0332 -1.69 -0.02 -0.66
H -0.5034 1.8052 -1.7081 -0.21 2.07 -1.08



9
Properties=species:S:1:pos:R:3:forces:R:3 method="wB97M-V/def2-TZVPD" de_lowest_ev=4.015 orbital_gap_ha=0.2569 e_homo_ev=-3.0 spin_multiplicity=1 total_charge=-1
C 0.9109 0.3092 2.0352 -1.83 -0.28 2.58
N 1.8029 0.0608 1.1879 -0.36 0.18 -0.21
O -2.8627 -0.2940 -1.2857 -0.11 -0.04 -0.63
O -2.0129 -0.4276 0.9715 -0.07 0.72 0.50
S -3.2252 -0.2398 0.1404 -0.69 0.75 -0.20
H 0.6013 -0.5029 2.7651 0.57 0.75 -0.82
H 0.3075 1.2652 2.2946 1.06 -1.19 -1.22
H -3.7955 1.3997 0.1521 0.94 -1.36 0.41
H 1.8446 0.8525 0.5649 0.50 0.48 -0.40



9
Properties=species:S:1:pos:R:3:forces:R:3 method="wB97M-V/def2-TZVPD" de_lowest_ev=0.780 orbital_gap_ha=0.3118 e_homo_ev=-4.2 spin_multiplicity=1 total_charge=-1
N 2.0412 -0.7097 0.5917 -0.56 -1.40 -1.75
C 0.7530 -0.3456 -0.1263 -2.32 -0.69 -0.29
O -0.3216 -0.6250 0.5057 1.31 0.89 -0.34
O 0.8155 0.0951 -1.3261 0.93 -0.61 2.59
H 1.9673 -1.6252 1.1359 -0.65 1.83 -0.74
H 2.4340 -1.0382 -0.3004 1.14 0.27 0.57
H -1.8532 1.0253 0.2464 -1.27 0.12 -0.03
H -3.2150 1.3835 0.9856 0.39 -0.19 -0.04
O -2.7613 1.4418 0.1390 1.04 -0.21 0.01



9
Properties=species:S:1:pos:R:3:forces:R:3 method="wB97M-V/def2-TZVPD" de_lowest_ev=0.000 orbital_gap_ha=0.3295 e_homo_ev=-4.5 spin_multiplicity=1 total_charge=-1
N -0.3323 0.3569 1.9903 0.32 0.01 -0.02
C 0.0013 0.3142 0.5739 -0.62 0.58 1.10
O 0.8791 -0.5224 0.2871 0.61 -0.45 -0.48
O -0.5914 1.1439 -0.1287 -0.16 -0.01 -0.51
H 0.1066 -0.4035 2.4808 -0.14 -0.23 0.05
H -1.3107 0.4621 2.2124 0.05 0.11 -0.22
H -0.1485 -0.1748 -2.5662 -0.26 0.78 0.22
H 0.6271 -0.9130 -1.4531 -0.53 0.25 -0.27
O 0.1955 -1.0277 -2.3430 0.73 -1.03 0.13



9
Properties=species:S:1:pos:R:3:forces:R:3 method="wB97M-V/def2-TZVPD" de_lowest_ev=5.738 orbital_gap_ha="0.3139 / 0.3678" e_homo_ev="-18.4 / -18.1" spin_multiplicity=1 total_charge=+1
C 1.4035 -0.1706 -0.0737 2.02 0.11 -0.19
N -0.0409 -0.4257 0.0249 2.05 -1.73 -0.19
O -0.4903 -1.4965 -0.0384 -1.06 -0.38 -0.07
O -2.6462 0.4500 -0.0401 1.33 -0.64 -0.06
O -0.5868 0.6679 0.1634 -3.27 2.27 0.22
H 1.9427 -1.0469 0.3020 -0.40 0.09 0.00
H 1.6970 0.7305 0.4733 -0.33 -0.17 -0.01
H 1.6424 -0.0187 -1.1325 -0.29 -0.08 0.10
H -2.9215 1.3100 0.3211 -0.04 0.55 0.19